Computed, not measured: 7 unconnected molecules or ions with the total composition C60H59F9O6S at a distorted geometry, with wB97M-V/def2-TZVPD.

The geometry in ORCA input format:
```
! RIJCOSX wB97M-V def2-TZVPD def2/J DEFGRID3
* xyz 0 1
C 12.67692 1.75836 -2.81627
C 11.37110 2.50584 -3.47639
C 10.01564 2.22667 -2.53771
O 9.42414 1.01615 -2.72498
O 9.54753 3.21331 -1.55193
C 8.06425 3.32305 -1.55153
C 7.47094 2.35539 -0.36845
C 5.81621 2.19731 -0.39445
C 4.87549 3.22707 0.20469
C 5.48507 4.59230 0.87648
C 4.64242 5.96221 0.56310
C 4.16277 6.14798 -0.99283
C 2.57482 6.66560 -0.92125
C 5.03147 7.36160 -1.74761
C 3.23887 2.91029 0.11930
O 2.29845 3.75663 0.62168
C 2.61783 1.51800 -0.55449
C 0.97624 1.23926 -0.56424
C 0.38292 -0.14707 -1.20712
S -1.41256 -0.67416 -1.27635
O -1.64761 -1.71462 -2.43989
O -1.67260 -1.50142 0.04294
C -2.65657 0.72510 -1.26165
F -2.28554 1.72820 -0.19775
F -3.95601 0.13196 -0.79704
C -2.77279 1.57176 -2.66057
F -1.75674 2.68487 -2.55340
F -2.37484 0.80207 -3.88102
C -4.25222 2.20834 -2.96856
F -5.32401 1.16599 -3.18427
F -4.13510 2.90360 -4.30492
C -4.75134 3.35530 -1.90896
F -4.97098 2.87899 -0.52316
F -6.09798 3.82062 -2.40466
F -3.90093 4.57461 -1.86241
C 1.49384 -1.21805 -1.83270
C 3.11795 -0.97268 -1.83006
C 3.67040 0.42732 -1.18003
C 5.26596 0.80075 -1.13219
O 6.12842 -0.02387 -1.73130
H 12.38881 0.71469 -2.34746
H 13.11831 2.42377 -1.93928
H 13.51771 1.61825 -3.64306
H 11.55742 3.66126 -3.42860
H 11.24133 2.11503 -4.58180
H 7.58460 3.11004 -2.60669
H 7.82877 4.44887 -1.23482
H 7.98070 1.28480 -0.43000
H 7.75981 2.77591 0.70138
H 6.60865 4.81103 0.63460
H 5.43164 4.43303 2.05836
H 3.78730 6.03406 1.36147
H 5.38052 6.87005 0.79486
H 4.29177 5.20496 -1.67329
H 2.36351 7.50187 -1.71220
H 1.86888 5.75510 -1.14340
H 2.29008 7.06890 0.16157
H 4.93390 8.37974 -1.17225
H 4.58188 7.41453 -2.85085
H 6.13400 6.97398 -1.86926
H 0.25369 2.03942 -0.10953
H 1.10524 -2.23632 -2.27237
H 3.91684 -1.72775 -2.25425
C -2.96546 -5.45925 -0.51382
C -3.17311 -4.08062 -0.54596
C -4.40668 -3.55139 -0.16776
C -5.43040 -4.40107 0.25244
C -5.22144 -5.77946 0.28814
C -3.99086 -6.30934 -0.09895
H -2.00505 -5.87158 -0.81190
H -2.37311 -3.41811 -0.86684
H -4.57036 -2.47765 -0.19932
H -6.39019 -3.98847 0.55188
H -6.01881 -6.44134 0.61718
H -3.83025 -7.38362 -0.07626
C 6.94330 9.50352 1.16452
C 5.74168 10.19143 1.33085
C 5.70666 11.36279 2.08682
C 6.87647 11.85202 2.66882
C 8.07881 11.16607 2.49931
C 8.11200 9.98966 1.75106
H 6.96954 8.58881 0.57813
H 4.83152 9.81385 0.87159
H 4.76894 11.89493 2.22182
H 6.85031 12.76750 3.25390
H 8.99066 11.54836 2.95158
H 9.04781 9.45257 1.62382
C 5.17141 -4.42945 2.71090
C 3.92330 -4.99374 2.44906
C 2.95985 -4.26488 1.75241
C 3.24838 -2.97403 1.30857
C 4.49786 -2.41119 1.56718
C 5.45806 -3.13663 2.27195
H 5.92083 -4.99652 3.25684
H 3.70098 -6.00217 2.78895
H 1.98510 -4.70233 1.55440
H 2.49939 -2.40770 0.76138
H 4.72311 -1.40583 1.21980
H 6.42942 -2.69575 2.47804
C -6.55767 -7.27623 3.90888
C -6.76533 -5.89760 3.87675
C -7.99890 -5.36837 4.25495
C -9.02262 -6.21805 4.67514
C -8.81366 -7.59644 4.71084
C -7.58308 -8.12632 4.32376
H -5.59727 -7.68856 3.61080
H -5.96533 -5.23509 3.55587
H -8.16257 -4.29463 4.22339
H -9.98241 -5.80545 4.97458
H -9.61102 -8.25833 5.03988
H -7.42246 -9.20060 4.34644
C -8.94989 -1.94142 2.00315
C -9.15755 -0.56279 1.97101
C -10.39112 -0.03356 2.34921
C -11.41483 -0.88324 2.76941
C -11.20588 -2.26163 2.80511
C -9.97530 -2.79151 2.41803
H -7.98949 -2.35375 1.70507
H -8.35754 0.09972 1.65014
H -10.55479 1.04018 2.31766
H -12.37463 -0.47064 3.06885
H -12.00324 -2.92352 3.13415
H -9.81468 -3.86579 2.44071
C -8.25339 -9.54921 -3.71476
C -7.40671 -9.88893 -2.66000
C -6.62437 -8.90919 -2.04938
C -6.69623 -7.58655 -2.48754
C -7.54575 -7.24621 -3.53985
C -8.32116 -8.22770 -4.15660
H -8.86040 -10.31367 -4.19264
H -7.35591 -10.91833 -2.31412
H -5.95976 -9.17543 -1.23199
H -6.09027 -6.82201 -2.00857
H -7.60284 -6.21514 -3.88011
H -8.97876 -7.96318 -4.98000
*
```

As for the structure (SMILES): CCC(=O)OCCC1=C(CCC(C)C)C(=O)c2cc(S(=O)(=O)C(F)(F)C(F)(F)C(F)(F)C(F)(F)F)ccc2C1=O.c1ccccc1.c1ccccc1.c1ccccc1.c1ccccc1.c1ccccc1.c1ccccc1. The calculated total energy is -110729.9517 eV.

Results of the Löwdin charge analysis, in e, for atoms 1 through 6: atom 1 (C): -0.14, atom 2 (C): -0.14, atom 3 (C): -0.24, atom 4 (O): -0.04, atom 5 (O): -0.11, atom 6 (C): -0.16

=====

Computed, not measured: 11 unconnected molecules or ions with the total composition C60H59N9O24S at a distorted geometry, with wB97M-V/def2-TZVPD.

The geometry in ORCA input format:
```
! RIJCOSX wB97M-V def2-TZVPD def2/J DEFGRID3
* xyz 0 1
C -22.42773 -32.12803 -24.77436
O -21.66141 -33.31580 -24.40595
C -21.58234 -34.23889 -25.38227
O -22.16270 -34.17479 -26.48491
O -20.84673 -35.17038 -25.05271
C -20.59944 -36.29892 -25.92391
H -22.22200 -31.58763 -25.69835
H -22.39276 -31.41886 -23.94735
H -23.48467 -32.38834 -24.71751
H -19.54813 -36.50550 -25.72345
H -20.83983 -36.06691 -26.96145
H -21.21733 -37.13845 -25.60531
C -21.54282 -32.08649 -18.61934
C -22.24518 -33.12906 -17.97899
C -22.69697 -34.17492 -18.81233
C -22.53317 -34.14959 -20.22667
C -21.95664 -33.06489 -20.75932
C -21.44892 -32.06041 -20.02545
N -22.76840 -35.48340 -20.94692
O -23.63490 -36.19759 -20.48667
O -22.10377 -35.59040 -22.00206
H -21.19107 -31.28976 -17.98069
H -22.11202 -33.20590 -16.90999
H -22.83052 -35.16185 -18.39456
H -21.58003 -33.11439 -21.77032
H -20.97803 -31.22953 -20.52974
C -13.45523 -35.59980 -19.78006
C -13.23254 -36.47164 -18.70072
C -12.63851 -37.73131 -18.95842
C -12.24706 -38.00689 -20.26282
C -12.43426 -37.09976 -21.29998
C -12.94976 -35.87517 -21.07680
N -11.73116 -39.34484 -20.55185
O -11.96133 -40.30921 -19.78129
O -10.87174 -39.42899 -21.45600
H -13.76637 -34.58608 -19.57520
H -13.67591 -36.15573 -17.76797
H -12.58796 -38.52065 -18.22305
H -12.14620 -37.34281 -22.31208
H -13.06017 -35.15679 -21.87563
C -15.67011 -35.44192 -26.43956
C -15.89656 -35.13487 -25.13536
C -15.01466 -34.20264 -24.44954
C -13.82588 -33.79831 -25.02924
C -13.53321 -34.26408 -26.28232
C -14.48846 -35.06562 -27.00730
N -12.72645 -33.14131 -24.27205
O -12.66347 -33.33848 -23.06815
O -11.86600 -32.47307 -24.96133
H -16.42257 -36.01104 -26.96524
H -16.81168 -35.40268 -24.62818
H -15.32706 -33.95708 -23.44529
H -12.62318 -34.09761 -26.83959
H -14.32175 -35.37397 -28.02882
C -16.49236 -28.55649 -17.86346
C -16.52241 -27.44027 -18.46943
C -17.31289 -27.19054 -19.54861
C -18.14026 -28.20186 -20.03574
C -18.12043 -29.45397 -19.35087
C -17.33532 -29.59021 -18.27698
N -18.95347 -28.01382 -21.28474
O -19.82085 -28.84168 -21.54632
O -18.70302 -27.14888 -22.07292
H -15.67146 -28.72626 -17.18250
H -15.83693 -26.63750 -18.24123
H -17.15129 -26.28028 -20.10692
H -18.64154 -30.26879 -19.83137
H -17.34234 -30.54708 -17.77624
C -13.33895 -37.69372 -24.68258
C -13.83704 -38.65039 -23.84479
C -13.25553 -39.91069 -23.83937
C -12.06980 -40.17572 -24.53925
C -11.53998 -39.17927 -25.32350
C -12.22237 -37.92166 -25.40690
N -11.27793 -41.45506 -24.45487
O -11.63854 -42.37278 -23.66544
O -10.29778 -41.62986 -25.17811
H -13.88224 -36.76146 -24.72856
H -14.70267 -38.46928 -23.22489
H -13.66477 -40.76041 -23.31315
H -10.69902 -39.30212 -25.98990
H -11.86348 -37.16602 -26.08997
C -20.52417 -42.29905 -25.61668
C -21.03128 -41.04204 -25.27829
C -20.16105 -40.06862 -24.90879
C -18.74109 -40.26629 -24.88501
C -18.28409 -41.51542 -25.25048
C -19.14519 -42.50835 -25.75903
N -17.82796 -39.18237 -24.68196
O -16.67686 -39.49344 -24.42654
O -18.21872 -38.04125 -24.63976
H -21.27111 -43.03912 -25.86322
H -22.09717 -40.88702 -25.35736
H -20.54258 -39.07511 -24.72503
H -17.23408 -41.61927 -25.48094
H -18.66466 -43.37225 -26.19396
C -19.02404 -38.03478 -18.86887
C -18.27905 -38.73939 -17.96071
C -18.47578 -40.13492 -17.94670
C -19.39229 -40.80529 -18.81069
C -20.08755 -39.98490 -19.66433
C -19.81561 -38.64310 -19.80212
N -19.62174 -42.20953 -18.80530
O -18.77727 -43.03226 -18.43238
O -20.79837 -42.55993 -19.02225
H -18.97019 -36.95727 -18.81928
H -17.58945 -38.26220 -17.28016
H -17.95874 -40.63578 -17.14159
H -20.83584 -40.46087 -20.28071
H -20.21051 -38.02408 -20.59413
C -18.18672 -35.55591 -22.41857
C -17.12878 -36.18634 -21.86713
C -16.64384 -35.86289 -20.61887
C -17.22569 -34.76849 -19.89233
C -18.30806 -34.09762 -20.49930
C -18.80559 -34.52672 -21.68604
N -16.71772 -34.31150 -18.57955
O -16.03611 -35.11962 -18.05506
O -17.05878 -33.23947 -18.12149
H -18.43898 -35.78720 -23.44291
H -16.57460 -36.95399 -22.38673
H -15.75705 -36.40110 -20.31830
H -18.69320 -33.19767 -20.04304
H -19.65961 -33.99307 -22.07624
C -15.12476 -30.90392 -25.63499
C -15.08212 -30.43587 -24.34817
C -16.15456 -30.61159 -23.45075
C -17.20597 -31.29240 -23.94391
C -17.28260 -31.78366 -25.29907
C -16.21432 -31.59327 -26.07235
N -18.48199 -31.45449 -23.19212
O -18.39244 -31.49634 -21.98515
O -19.63444 -31.61760 -23.70810
H -14.39138 -30.62827 -26.37835
H -14.19312 -29.90955 -24.03337
H -16.17547 -30.32107 -22.41076
H -18.14291 -32.24073 -25.76529
H -16.23085 -31.83784 -27.12416
O -11.94445 -31.77605 -16.33091
S -13.35756 -31.85604 -16.60574
O -14.11956 -30.66892 -16.51211
O -13.66549 -32.41253 -18.18533
C -13.13324 -31.69466 -19.24926
C -14.37571 -31.33992 -20.06298
C -14.01820 -33.29399 -15.63742
H -12.53391 -32.33572 -19.89575
H -12.64321 -30.77156 -18.93964
H -14.92421 -30.53833 -19.56830
H -15.12107 -32.13104 -20.14463
H -14.07664 -30.80472 -20.96421
H -13.37134 -34.16915 -15.69856
H -14.89164 -33.60678 -16.20959
H -14.35480 -32.91383 -14.67291
*
```

As for the structure (SMILES): O=[N+]([O-])c1ccccc1.O=[N+]([O-])c1ccccc1.O=[N+]([O-])c1ccccc1.O=[N+]([O-])c1ccccc1.O=[N+]([O-])c1ccccc1.O=[N+]([O-])c1ccccc1.O=[N+]([O-])c1ccccc1.O=[N+]([O-])c1ccccc1.O=[N+]([O-])c1ccccc1.CCOS(C)(=O)=O.COC(=O)OC. The calculated total energy is -136532.8321 eV.

Results of the Löwdin charge analysis, in e, for atoms 1 through 6: atom 1 (C): -0.04, atom 2 (O): -0.03, atom 3 (C): -0.66, atom 4 (O): 0.07, atom 5 (O): 0.04, atom 6 (C): 0.03

=====

Computed, not measured: 12 unconnected molecules or ions with the total composition C60H68F8N4O4 at a distorted geometry, with wB97M-V/def2-TZVPD.

The geometry in ORCA input format:
```
! RIJCOSX wB97M-V def2-TZVPD def2/J DEFGRID3
* xyz 0 1
F -13.26139 -14.74859 -23.26274
C -13.69746 -15.74074 -22.44332
C -13.14917 -16.07213 -21.18423
C -13.59455 -17.19840 -20.47678
C -14.55044 -18.01126 -21.07894
C -15.20654 -17.68072 -22.28394
C -14.74031 -16.50869 -22.96342
H -12.31888 -15.53369 -20.75168
H -13.08329 -17.37931 -19.54282
H -14.89547 -18.95200 -20.67597
H -15.93463 -18.32865 -22.74922
H -15.06194 -16.31985 -23.97698
F -14.81448 -11.95334 -15.34901
C -14.04726 -12.80091 -16.08557
C -13.61647 -12.40410 -17.35865
C -12.80130 -13.24697 -18.09909
C -12.46599 -14.50355 -17.56984
C -13.03236 -14.96763 -16.38912
C -13.83824 -14.12270 -15.66711
H -13.89767 -11.40708 -17.66406
H -12.42103 -12.95138 -19.06574
H -11.90737 -15.22244 -18.15080
H -12.72018 -15.97157 -16.14207
H -14.17098 -14.37230 -14.67043
F -13.77055 -20.41295 -17.24984
C -13.86536 -21.58142 -16.52621
C -13.10174 -21.75954 -15.38059
C -13.08079 -23.01942 -14.71728
C -13.89038 -24.02927 -15.17816
C -14.65700 -23.84285 -16.32899
C -14.53527 -22.69105 -17.10596
H -12.64276 -20.89218 -14.92955
H -12.43900 -23.10414 -13.85281
H -14.07955 -24.96194 -14.66751
H -15.36073 -24.57951 -16.68744
H -15.20275 -22.52640 -17.93888
F -7.34434 -23.28006 -16.41460
C -8.56844 -23.06168 -16.96865
C -9.11381 -24.00772 -17.82808
C -10.18941 -23.62556 -18.56887
C -10.76609 -22.41378 -18.56615
C -10.20504 -21.39446 -17.75212
C -9.07364 -21.73106 -16.94684
H -8.57985 -24.93460 -17.97698
H -10.67145 -24.37643 -19.17734
H -11.58208 -22.26368 -19.25754
H -10.59013 -20.40117 -17.92958
H -8.56927 -21.01684 -16.31288
F -12.33373 -15.16698 -12.90571
C -13.24786 -15.94226 -12.32582
C -13.57939 -17.19997 -12.89932
C -14.47738 -17.99118 -12.18225
C -14.98313 -17.57545 -10.94120
C -14.63823 -16.39021 -10.36071
C -13.78734 -15.50872 -11.13625
H -13.18217 -17.50468 -13.85628
H -14.83357 -18.92044 -12.60179
H -15.65172 -18.22831 -10.39976
H -15.01181 -16.20348 -9.36473
H -13.61094 -14.51318 -10.75651
F -6.89005 -19.30242 -18.03119
C -5.69273 -19.64447 -18.54761
C -5.33253 -20.99325 -18.74226
C -4.17304 -21.32576 -19.39718
C -3.38678 -20.27981 -19.95243
C -3.71363 -18.90920 -19.74960
C -4.83527 -18.61885 -18.97887
H -5.90175 -21.82875 -18.36234
H -4.09090 -22.37461 -19.64125
H -2.47466 -20.59657 -20.43628
H -3.04979 -18.16886 -20.17104
H -5.23151 -17.63868 -18.75830
F -11.29015 -18.89976 -13.76139
C -10.53854 -18.49151 -14.78692
C -11.23645 -18.25699 -15.89150
C -10.54587 -17.89408 -17.04263
C -9.17517 -17.75954 -16.94719
C -8.44092 -17.99285 -15.79925
C -9.16197 -18.35888 -14.67229
H -12.29094 -18.48281 -15.95035
H -10.96527 -17.77705 -18.03097
H -8.56457 -17.48393 -17.79430
H -7.37659 -17.83341 -15.88975
H -8.81370 -18.54639 -13.66734
F -10.39069 -18.16860 -20.26919
C -9.37949 -18.46648 -21.03902
C -8.98685 -17.72080 -22.11866
C -7.85727 -18.09652 -22.81508
C -7.10645 -19.23081 -22.43241
C -7.55684 -19.96935 -21.31931
C -8.67206 -19.58375 -20.60318
H -9.65751 -16.90327 -22.33840
H -7.63267 -17.60313 -23.74917
H -6.17968 -19.55487 -22.88239
H -7.11712 -20.94064 -21.14718
H -9.09280 -20.22226 -19.84048
C -5.76744 -14.62674 -16.82527
O -6.25604 -15.25850 -15.94519
N -4.48343 -14.79901 -17.32113
C -3.64073 -15.80276 -16.74012
C -3.79705 -13.97240 -18.34343
H -6.28046 -13.81828 -17.36881
H -2.85134 -15.30321 -16.17851
H -3.13057 -16.42494 -17.47545
H -4.25847 -16.44239 -16.10974
H -3.32338 -14.51279 -19.16302
H -4.48876 -13.28486 -18.83017
H -3.04132 -13.30357 -17.93155
C -4.89307 -17.97160 -13.93532
O -4.00306 -17.13045 -13.71198
N -4.82577 -19.04789 -14.79195
C -5.92305 -19.96638 -14.79913
C -3.68143 -19.14327 -15.63199
H -5.83502 -18.00785 -13.36644
H -5.58325 -20.96841 -14.53728
H -6.29695 -20.19086 -15.79808
H -6.74037 -19.67546 -14.13924
H -3.84209 -18.74533 -16.63395
H -2.80126 -18.70961 -15.15728
H -3.42178 -20.19317 -15.76757
C -10.80113 -23.03722 -11.70891
O -10.98982 -22.48258 -10.65493
N -9.98987 -22.51077 -12.63772
C -9.72418 -23.25513 -13.86153
C -9.32288 -21.22361 -12.52400
H -11.16560 -24.04811 -11.94866
H -10.16937 -22.78461 -14.73819
H -10.09180 -24.27194 -13.72351
H -8.64657 -23.18283 -14.00856
H -8.24013 -21.34912 -12.52314
H -9.56006 -20.54896 -13.34662
H -9.62623 -20.68183 -11.62813
C -6.93746 -19.58590 -10.49862
O -6.99975 -18.83331 -11.46095
N -7.78954 -19.51905 -9.42802
C -7.68571 -20.52074 -8.32484
C -8.89713 -18.49350 -9.29764
H -6.10972 -20.29590 -10.34711
H -7.04861 -21.38847 -8.49583
H -8.67296 -20.92496 -8.10114
H -7.38037 -19.92880 -7.46200
H -9.74251 -19.15408 -9.10516
H -8.73717 -17.91576 -8.38729
H -9.18372 -17.91796 -10.17782
*
```

As for the structure (SMILES): Fc1ccccc1.Fc1ccccc1.Fc1ccccc1.Fc1ccccc1.Fc1ccccc1.Fc1ccccc1.Fc1ccccc1.Fc1ccccc1.CN(C)C=O.CN(C)C=O.CN(C)C=O.CN(C)C=O. The calculated total energy is -99210.2292 eV.

Results of the Löwdin charge analysis, in e, for atoms 1 through 6: atom 1 (F): 0.04, atom 2 (C): -0.26, atom 3 (C): -0.02, atom 4 (C): -0.08, atom 5 (C): -0.10, atom 6 (C): -0.06

=====

HOMO values (in Eh) by entry order: -0.32915, -0.36447, -0.32146.